[1]
ORCA calculation (the ωB97M-V functional and the def2-TZVPD basis) on a cluster of 12 separate species, C29H71N7O14 in total at a distorted geometry.

```
! wB97M-V def2-TZVPD RIJCOSX def2/J DEFGRID3
* xyz 0 1
C -2.952 3.791 2.624
C -4.401 4.110 2.209
C -5.226 4.327 3.478
O -6.131 5.329 3.010
C -5.687 5.988 1.982
O -6.067 7.051 1.520
O -4.632 5.343 1.513
H -2.802 2.715 2.716
H -2.564 4.333 3.486
H -2.295 4.096 1.809
H -4.777 3.261 1.638
H -4.600 4.601 4.328
H -5.686 3.344 3.576
C 2.303 5.514 4.755
N 2.599 4.758 3.555
C 3.407 3.525 3.633
C 2.269 5.266 2.332
O 2.585 4.912 1.212
H 3.213 5.576 5.352
H 1.481 5.167 5.381
H 2.160 6.558 4.476
H 4.336 3.515 4.203
H 2.711 2.806 4.065
H 3.596 3.102 2.647
H 1.622 6.139 2.508
C 2.676 1.314 -8.289
N 1.710 1.539 -7.243
C 1.434 2.890 -6.822
C 1.214 0.429 -6.636
O 0.371 0.395 -5.764
H 2.230 1.185 -9.275
H 3.158 0.340 -8.204
H 3.438 2.093 -8.330
H 0.589 3.080 -6.159
H 2.345 3.376 -6.473
H 1.079 3.466 -7.676
H 1.551 -0.443 -7.217
C -1.661 5.276 -2.384
N -2.914 4.914 -3.014
C -3.780 6.081 -3.296
C -3.284 3.654 -3.217
O -4.355 3.323 -3.678
H -1.156 4.365 -2.063
H -1.664 6.084 -1.652
H -1.029 5.702 -3.164
H -4.477 5.891 -4.113
H -4.360 6.431 -2.443
H -3.136 6.842 -3.735
H -2.467 2.958 -2.974
C 1.813 -7.236 -1.315
N 1.877 -5.779 -1.388
C 1.048 -5.133 -2.410
C 2.745 -5.080 -0.622
O 3.661 -5.661 -0.031
H 2.008 -7.549 -2.340
H 0.801 -7.605 -1.149
H 2.390 -7.739 -0.539
H 0.006 -5.250 -2.113
H 1.364 -4.108 -2.600
H 1.138 -5.684 -3.347
H 2.587 -3.992 -0.685
C -2.194 -0.607 6.994
N -0.729 -0.565 7.189
C 0.024 -1.371 6.196
C -0.143 0.006 8.342
O 1.042 0.114 8.602
H -2.596 -1.581 7.271
H -2.610 -0.370 6.015
H -2.738 -0.009 7.725
H 1.086 -1.188 6.360
H -0.281 -2.412 6.301
H -0.153 -0.959 5.202
H -0.905 0.312 9.075
C -2.527 -5.432 3.093
N -3.281 -6.439 2.335
C -2.669 -7.727 2.463
C -4.236 -6.149 1.491
O -4.861 -7.026 0.872
H -1.472 -5.505 2.830
H -2.793 -5.631 4.131
H -2.815 -4.429 2.781
H -2.562 -7.958 3.523
H -3.211 -8.593 2.084
H -1.709 -7.739 1.946
H -4.381 -5.068 1.336
C 5.847 -0.002 -3.533
N 6.866 -0.995 -3.451
C 6.513 -2.448 -3.656
C 8.153 -0.664 -3.237
O 8.577 0.437 -2.971
H 5.212 -0.127 -4.411
H 6.299 0.989 -3.482
H 5.241 -0.118 -2.635
H 7.283 -3.106 -3.254
H 5.495 -2.770 -3.435
H 6.647 -2.657 -4.717
H 8.747 -1.588 -3.311
C 6.877 -0.818 1.439
O 7.427 0.042 2.401
H 5.967 -1.306 1.786
H 6.457 -0.397 0.526
H 7.494 -1.664 1.133
H 8.103 0.508 1.904
C -4.252 -2.504 -3.368
O -3.039 -2.038 -2.790
H -4.075 -3.120 -4.249
H -4.767 -3.178 -2.684
H -4.952 -1.714 -3.641
H -2.567 -1.459 -3.393
C 0.614 -0.033 -0.038
O -0.057 -1.173 0.413
H 0.050 0.385 -0.873
H 0.641 0.671 0.793
H 1.669 -0.218 -0.236
H -0.590 -1.526 -0.304
C -6.182 -0.863 0.720
O -7.127 -1.927 0.687
H -6.300 -0.172 1.555
H -5.218 -1.361 0.825
H -6.142 -0.252 -0.181
H -7.607 -2.006 -0.140
*
```

* gap between HOMO and LUMO: 9.1 eV

[2]
ORCA calculation (the ωB97M-V functional and the def2-TZVPD basis) on a cluster of 10 separate species, C29H72F3N10O15S in total at a distorted geometry.

```
! wB97M-V def2-TZVPD RIJCOSX def2/J DEFGRID3
* xyz -1 1
C 15.781 5.689 22.990
F 16.699 5.837 22.052
F 14.592 5.746 22.360
F 15.994 4.577 23.676
S 15.869 7.189 24.172
O 14.715 6.972 25.056
O 17.172 7.034 24.813
O 15.709 8.372 23.335
C 19.764 7.680 20.192
C 19.499 7.571 21.706
O 20.300 8.463 22.486
O 19.060 8.772 19.614
H 19.366 6.717 19.854
H 20.826 7.833 20.019
H 19.913 6.597 22.008
H 18.459 7.442 21.997
H 19.722 9.205 22.709
H 18.100 8.623 19.689
C 17.768 11.092 21.731
C 16.613 10.454 20.962
O 16.661 9.014 20.914
O 17.706 10.871 23.126
H 17.633 12.166 21.552
H 18.683 10.788 21.221
H 16.588 10.852 19.946
H 15.629 10.739 21.353
H 16.673 8.870 21.876
H 16.791 10.745 23.409
C 19.679 9.979 25.807
C 20.784 10.219 26.888
O 21.940 10.765 26.334
O 18.773 11.080 25.680
H 19.084 9.076 25.986
H 20.117 9.712 24.839
H 20.896 9.205 27.286
H 20.275 10.762 27.681
H 22.443 10.156 25.793
H 18.263 11.017 24.862
C 14.451 10.948 26.017
O 14.505 11.777 26.911
N 13.525 9.936 25.926
N 15.353 10.849 24.991
H 13.153 9.699 26.837
H 13.753 9.111 25.396
H 15.102 10.257 24.221
H 16.157 11.453 25.038
C 14.510 6.595 28.404
O 14.728 6.489 29.619
N 14.097 5.594 27.595
N 14.978 7.661 27.700
H 14.266 5.725 26.614
H 13.498 4.906 28.014
H 15.610 8.306 28.138
H 14.934 7.623 26.677
C 20.422 5.054 26.216
O 21.514 4.819 26.718
N 20.284 6.045 25.294
N 19.248 4.435 26.499
H 19.452 6.362 24.826
H 21.109 6.547 25.019
H 18.339 4.813 26.298
H 19.269 3.457 26.731
C 10.712 4.202 25.358
O 10.086 4.849 24.517
N 10.140 3.404 26.303
N 12.049 4.277 25.410
H 10.596 2.797 26.957
H 9.150 3.469 26.462
H 12.606 3.755 26.059
H 12.374 5.091 24.910
C 11.424 7.828 17.853
C 10.783 7.417 19.214
C 11.577 6.223 19.799
C 11.756 6.067 21.336
C 12.114 7.482 21.753
C 11.176 8.647 21.474
N 10.958 8.637 20.038
O 10.152 9.703 19.559
C 9.841 8.607 22.335
C 11.864 9.959 21.917
C 9.317 7.048 18.996
H 11.874 6.962 17.359
H 12.326 8.411 18.040
H 10.687 8.335 17.236
H 10.909 5.379 19.586
H 12.492 6.005 19.249
H 12.461 5.346 21.733
H 10.799 5.868 21.826
H 13.126 7.799 21.490
H 12.110 7.459 22.853
H 10.019 7.980 23.204
H 9.463 9.615 22.504
H 9.076 8.185 21.675
H 12.058 10.029 22.986
H 12.760 10.277 21.375
H 11.216 10.817 21.711
H 9.278 6.220 18.286
H 8.748 7.826 18.480
H 8.743 6.856 19.904
H 9.427 9.761 20.199
C 18.484 0.200 18.991
C 19.638 0.502 19.967
C 20.032 2.031 19.839
C 18.917 2.877 20.427
C 18.525 2.518 21.890
C 18.338 1.008 22.129
N 19.332 0.192 21.384
O 19.168 -1.197 21.539
C 18.489 0.642 23.590
C 16.867 0.732 21.728
C 20.936 -0.267 19.636
H 18.020 -0.729 19.330
H 18.777 0.077 17.947
H 17.694 0.949 18.999
H 20.898 2.289 20.448
H 20.179 2.086 18.761
H 17.986 2.974 19.855
H 19.180 3.935 20.300
H 17.649 3.142 22.050
H 19.302 2.802 22.605
H 18.086 -0.327 23.896
H 19.513 0.511 23.958
H 18.058 1.413 24.232
H 16.575 1.446 20.957
H 16.564 -0.286 21.478
H 16.193 0.957 22.561
H 21.423 0.020 18.706
H 20.526 -1.275 19.501
H 21.668 -0.405 20.429
H 19.688 -1.339 22.338
*
```

* gap between HOMO and LUMO: 8.1 eV

[3]
ORCA calculation (the ωB97M-V functional and the def2-TZVPD basis) on a structure of composition C29H73Br3N4O4 at a distorted geometry.

```
! wB97M-V def2-TZVPD RIJCOSX def2/J DEFGRID3
* xyz -1 2
C 2.807 -1.837 -5.585
Br 3.603 -0.626 -4.292
Br 1.969 -3.366 -4.656
Br 4.235 -2.606 -6.720
H 2.146 -1.327 -6.286
C 1.538 5.060 0.396
C 1.455 6.595 -0.099
C 2.505 7.559 0.525
C 2.397 9.057 0.122
C 3.562 9.962 0.529
C 3.591 10.242 2.028
H 1.081 4.435 -0.371
H 1.076 4.972 1.379
H 2.555 4.673 0.462
H 1.540 6.626 -1.185
H 0.502 7.013 0.226
H 3.505 7.223 0.250
H 2.442 7.394 1.600
H 2.304 8.995 -0.962
H 1.451 9.571 0.292
H 4.469 9.683 -0.008
H 3.432 10.933 0.050
H 3.651 9.245 2.466
H 4.545 10.748 2.176
H 2.695 10.792 2.314
C -1.625 -8.984 4.623
C -0.215 -8.544 4.027
C 0.457 -7.306 4.645
C 1.432 -6.577 3.818
C 1.823 -5.257 4.373
C 0.771 -4.160 3.960
H -2.313 -8.146 4.509
H -1.717 -9.514 5.571
H -2.086 -9.719 3.964
H 0.472 -9.371 4.211
H -0.335 -8.327 2.966
H 0.990 -7.596 5.551
H -0.268 -6.516 4.840
H 2.179 -7.313 3.519
H 0.965 -6.436 2.844
H 1.863 -5.314 5.461
H 2.811 -4.997 3.996
H 0.554 -4.161 2.892
H -0.171 -4.347 4.476
H 1.242 -3.221 4.250
C 4.605 3.344 -4.886
C 4.069 3.601 -3.459
C 5.092 3.308 -2.354
O 4.370 3.468 -1.085
C 5.166 3.083 0.045
N 3.656 5.052 -3.448
H 4.488 2.311 -5.213
H 5.635 3.698 -4.930
H 4.147 4.037 -5.592
H 3.158 3.014 -3.337
H 5.992 3.922 -2.384
H 5.550 2.319 -2.353
H 4.703 3.372 0.989
H 6.123 3.575 -0.130
H 5.257 2.000 -0.045
H 4.562 5.484 -3.334
H 3.221 5.146 -2.541
C -4.958 3.497 -2.155
C -5.334 2.437 -1.083
C -4.140 1.968 -0.280
O -4.384 1.019 0.765
C -4.877 -0.269 0.362
N -6.408 3.007 -0.300
H -4.733 4.456 -1.687
H -5.713 3.709 -2.912
H -4.016 3.173 -2.597
H -5.778 1.613 -1.641
H -3.704 2.799 0.275
H -3.374 1.560 -0.939
H -4.787 -0.908 1.240
H -4.330 -0.715 -0.469
H -5.947 -0.283 0.152
H -6.493 2.441 0.532
H -5.943 3.844 0.019
C -0.275 0.315 -2.383
C 0.636 0.338 -1.110
C 1.122 -1.028 -0.666
O 0.054 -1.861 -0.177
C 0.256 -3.192 -0.241
N 1.719 1.311 -1.511
H -0.355 1.298 -2.847
H -1.258 -0.055 -2.092
H -0.016 -0.385 -3.179
H 0.036 0.740 -0.293
H 1.802 -0.923 0.179
H 1.651 -1.436 -1.527
H -0.517 -3.819 0.203
H 1.225 -3.312 0.244
H 0.462 -3.591 -1.235
H 2.104 1.831 -0.735
H 2.337 0.787 -2.113
C -5.308 -6.166 -1.258
C -5.380 -5.526 0.094
C -4.012 -4.816 0.521
O -2.854 -5.643 0.414
C -2.624 -6.563 1.496
N -6.517 -4.632 0.143
H -4.477 -6.869 -1.320
H -5.030 -5.390 -1.971
H -6.296 -6.552 -1.507
H -5.583 -6.396 0.718
H -4.069 -4.246 1.448
H -3.874 -4.073 -0.265
H -2.448 -5.969 2.393
H -1.708 -7.125 1.312
H -3.514 -7.174 1.647
H -6.662 -4.043 0.951
H -7.387 -5.122 0.293
*
```

* gap between HOMO and LUMO (spin up / spin down): 3.0 / 7.7 eV
* relative energy (zero: lowest compared OMol25 entry of this formula, charge and spin): 0.0 kcal per mole

[4]
ORCA calculation (the ωB97M-V functional and the def2-TZVPD basis) on a structure of composition C29H73Br3N4O4 at a distorted geometry.

```
! wB97M-V def2-TZVPD RIJCOSX def2/J DEFGRID3
* xyz 0 1
C -0.869 -2.496 1.063
Br -1.929 -1.244 0.000
Br -1.864 -2.683 2.810
Br 1.035 -1.887 1.314
H -0.904 -3.405 0.463
C 2.966 4.112 7.657
C 2.558 3.390 6.293
C 0.979 3.225 6.147
C 0.216 4.550 5.997
C -1.306 4.409 5.984
C -2.045 5.555 5.382
H 4.025 4.179 7.903
H 2.680 3.595 8.573
H 2.556 5.122 7.659
H 2.834 4.063 5.481
H 3.066 2.437 6.148
H 0.687 2.759 7.089
H 0.652 2.434 5.472
H 0.534 5.369 6.642
H 0.413 4.991 5.020
H -1.651 3.555 5.401
H -1.699 4.364 7.000
H -1.947 6.447 6.001
H -1.424 5.693 4.497
H -3.067 5.326 5.077
C -5.009 9.425 -4.916
C -3.744 8.922 -5.664
C -3.972 7.521 -6.249
C -2.727 7.012 -6.880
C -1.771 6.301 -5.813
C -2.329 5.003 -5.162
H -5.728 9.792 -5.648
H -4.793 10.329 -4.347
H -5.462 8.615 -4.344
H -3.561 9.681 -6.424
H -2.894 8.951 -4.983
H -4.762 7.663 -6.987
H -4.303 6.873 -5.438
H -2.956 6.375 -7.735
H -2.076 7.815 -7.227
H -0.839 6.067 -6.329
H -1.670 7.086 -5.063
H -2.543 4.220 -5.889
H -1.639 4.586 -4.429
H -3.237 5.112 -4.568
C 2.385 -4.924 8.025
C 2.574 -6.335 7.535
C 1.858 -6.550 6.168
O 1.983 -7.878 5.648
C 1.132 -8.110 4.478
N 3.907 -6.809 7.585
H 2.933 -4.756 8.952
H 1.327 -4.817 8.267
H 2.552 -4.253 7.183
H 2.162 -7.036 8.261
H 2.218 -5.916 5.358
H 0.798 -6.346 6.314
H 0.069 -7.882 4.555
H 1.049 -9.145 4.145
H 1.557 -7.601 3.612
H 4.528 -6.141 7.151
H 3.909 -7.576 6.928
C -8.412 2.330 0.155
C -9.350 1.221 0.564
C -8.991 -0.203 0.201
O -10.014 -1.038 0.681
C -10.291 -2.253 -0.027
N -9.665 1.387 1.979
H -8.325 2.515 -0.915
H -7.460 2.298 0.686
H -8.775 3.286 0.533
H -10.257 1.435 -0.001
H -8.067 -0.493 0.701
H -8.901 -0.404 -0.867
H -10.665 -1.907 -0.991
H -10.970 -2.874 0.556
H -9.353 -2.773 -0.222
H -8.826 1.558 2.515
H -10.051 0.483 2.209
C 9.593 -1.738 -0.195
C 11.071 -1.424 -0.714
C 11.008 -1.366 -2.298
O 12.339 -1.394 -2.782
C 12.396 -1.259 -4.150
N 11.384 -0.162 -0.196
H 8.845 -0.949 -0.121
H 9.685 -1.935 0.873
H 9.216 -2.651 -0.655
H 11.765 -2.185 -0.356
H 10.524 -0.485 -2.719
H 10.432 -2.205 -2.689
H 11.945 -2.130 -4.625
H 13.398 -1.292 -4.579
H 11.938 -0.306 -4.416
H 12.348 -0.001 -0.450
H 11.281 -0.335 0.794
C 0.949 -6.599 -6.281
C 0.242 -5.256 -6.049
C -1.146 -5.361 -5.355
O -2.090 -6.027 -6.185
C -2.622 -5.265 -7.247
N 1.100 -4.416 -5.210
H 0.427 -7.209 -7.018
H 1.193 -7.211 -5.413
H 1.909 -6.481 -6.784
H 0.125 -4.803 -7.033
H -1.449 -4.326 -5.199
H -1.203 -5.736 -4.333
H -3.078 -5.967 -7.945
H -1.807 -4.728 -7.733
H -3.411 -4.528 -7.097
H 0.672 -3.520 -5.025
H 1.974 -4.451 -5.715
*
```

* gap between HOMO and LUMO: 8.6 eV
* relative energy (zero: lowest compared OMol25 entry of this formula, charge and spin): 24.1 kcal per mole